Here is a structure of composition C19H25N3OS at a distorted geometry from the Open Molecules 2025 dataset. Energies are from wB97M-V/def2-TZVPD.

The geometry in XYZ format:
```
49
Properties=species:S:1:pos:R:3:forces:R:3
C 7.15977 1.98419 -1.03870 2.90 -4.64 -5.00
C 6.53549 0.73997 -0.68607 -4.35 -2.33 3.00
C 5.15748 0.79825 -0.68509 0.80 -9.08 2.72
C 4.37402 -0.47493 -0.28749 0.25 2.12 -1.30
C 5.06487 -1.74605 -0.03417 -4.85 5.21 0.16
C 6.36710 -1.61423 0.14509 -0.68 2.10 -1.16
C 7.00234 -0.51152 -0.13486 6.61 6.87 -4.08
H 8.15042 -0.34454 -0.43849 -1.76 -1.80 1.83
H 6.92816 -2.37717 0.29359 3.39 -5.21 1.48
H 4.55794 -2.50513 0.41713 -1.65 -2.24 0.30
N 2.86051 -0.20108 -0.24747 2.34 -7.96 1.96
C 1.92019 -1.27343 -0.02314 8.03 -6.24 2.46
O 2.34201 -2.66358 0.34023 -2.66 8.73 -2.39
C 0.60477 -0.80557 0.01280 -4.16 -8.01 -2.57
C 0.22366 -0.08520 1.09202 -2.37 1.27 10.53
H 0.32558 -0.72836 2.22512 0.19 0.95 -3.32
H 0.95389 0.61920 1.34504 0.77 1.95 0.19
C -1.24152 0.41155 1.34222 5.46 8.87 -0.71
C -2.15166 -0.53762 1.19961 -8.83 -5.85 6.18
C -3.68781 0.01462 1.49108 1.50 -1.56 -6.38
N -3.99907 0.93242 0.24230 3.70 5.89 12.86
C -4.37346 0.43042 -0.79553 3.12 -4.31 -13.85
C -5.58710 -0.22220 -0.83485 -2.54 -3.82 -0.21
N -5.93496 -1.41642 -1.25145 7.36 -0.74 -4.95
C -7.16479 -1.64455 -1.45095 -4.29 -5.62 3.09
C -7.80078 -0.90363 -0.49019 -7.43 -2.29 -1.70
S -6.89902 0.23821 -0.04146 0.46 8.42 4.96
H -8.87279 -0.82036 -0.20960 0.85 -0.49 -0.30
H -7.60302 -2.78069 -1.49820 1.34 2.77 -0.99
H -3.48443 -0.44462 -1.22793 -2.05 1.39 0.29
H -4.29210 1.24781 -1.74693 -0.40 -1.98 2.28
C -2.97592 1.95034 0.16693 1.50 2.41 1.05
C -1.48654 1.47820 0.14299 -7.25 -8.39 -1.03
H -0.83452 2.14435 0.10621 5.50 6.22 -0.20
H -1.47387 0.86488 -0.83716 0.64 0.71 1.30
H -3.14887 2.87211 -0.47677 -0.27 -1.83 -0.42
H -2.98349 2.52902 1.06781 -0.47 0.07 1.38
H -4.41579 -0.79970 1.60229 0.26 0.08 -0.73
H -3.77266 0.53015 2.34939 0.24 2.34 2.81
H -2.20572 -1.19339 2.19784 0.85 0.69 -1.64
H -2.11068 -1.30447 0.50405 0.07 -0.79 -2.02
H -1.44275 1.09186 2.44304 1.14 -2.11 -3.11
H -0.14767 -1.82058 -0.04423 2.22 2.30 0.10
H 0.39947 -0.44351 -0.90461 -0.82 2.10 -3.20
H 2.42940 0.54737 -0.63494 -0.74 3.08 -1.50
H 4.58924 1.51851 -0.96453 -3.34 5.06 -1.76
H 6.51264 2.71922 -1.17187 -2.97 3.11 -0.97
H 7.71178 1.66847 -2.05335 -1.13 1.34 1.50
H 7.92026 2.33143 -0.51678 3.53 1.22 3.08
```
Positions in Å, forces in eV/Å.

The calculation puts the HOMO energy at -8.046 eV. The spin multiplicity is 1. As for the largest force on an atom: 14.84 eV Å⁻¹. Its charge is 0. The energy above the lowest of the compared OMol25 structures with the same formula, charge and spin is 422.8 kcal/mol.

Here is the ion C19H25N4O4S with charge +1 at a distorted geometry from the Open Molecules 2025 dataset. Energies are from wB97M-V/def2-TZVPD.

The geometry in XYZ format:
```
53
Properties=species:S:1:pos:R:3:forces:R:3
C 0.96014 3.28886 4.35673 0.04 0.01 0.05
C 0.76780 2.07174 3.51615 -0.05 -0.05 -0.17
C 0.35701 0.85863 4.06459 0.02 0.05 -0.12
C 0.08218 -0.25177 3.27678 -0.02 -0.25 -0.09
C 0.33556 -0.18356 1.92065 -0.07 -0.30 -0.39
S -0.19610 -1.36447 0.68451 0.33 0.61 -0.02
O -1.14740 -2.27750 1.22703 0.05 -0.21 0.29
O -0.66220 -0.51554 -0.41239 0.22 -0.56 0.01
N 1.21079 -2.07672 0.15794 -0.76 0.77 0.42
C 1.07340 -2.75185 -1.12755 -0.03 -0.22 -0.67
C 2.45445 -3.25635 -1.55226 -0.26 0.23 -0.06
O 2.98953 -4.11950 -0.58176 0.00 -0.23 -0.03
C 3.12495 -3.47570 0.65761 -0.12 0.24 0.29
C 1.77128 -2.96647 1.16432 0.41 -0.48 0.37
C 0.83914 0.97490 1.36823 0.19 0.29 0.23
C 0.97281 2.12465 2.13249 -0.09 -0.72 -0.06
N 1.21679 3.31697 1.42024 0.40 0.28 0.52
C 0.59471 3.56887 0.24077 -0.49 -0.22 -0.17
O 1.05515 4.24480 -0.64440 0.00 0.08 -0.28
C -0.85072 3.01956 0.10809 0.14 0.60 0.36
N -0.98269 2.06939 -1.01552 0.35 -0.31 -0.04
C -2.35115 1.99455 -1.60860 -0.50 -0.22 -0.43
C -2.41023 0.80209 -2.52244 -0.06 -0.07 -0.11
C -3.07528 -0.36184 -2.15331 0.05 0.06 -0.24
C -3.03554 -1.45262 -3.00398 0.02 0.12 0.05
C -2.31250 -1.34189 -4.18440 -0.19 -0.22 0.18
N -1.67838 -0.23911 -4.54060 0.34 0.04 -0.51
C -1.73183 0.80423 -3.73866 -0.18 0.17 0.38
H 0.50639 4.15888 3.88638 -0.03 0.09 0.01
H 2.02382 3.49398 4.47683 0.07 0.08 0.05
H 0.53000 3.15250 5.34388 -0.01 0.03 0.07
H 0.19127 0.80080 5.12929 -0.05 0.00 0.11
H -0.33464 -1.15030 3.70190 -0.07 -0.11 0.11
H 0.67547 -2.03153 -1.84250 0.07 -0.13 -0.12
H 0.38119 -3.59941 -1.04104 0.05 0.02 -0.06
H 2.38024 -3.83444 -2.47361 -0.04 0.13 0.02
H 3.12455 -2.39778 -1.70664 -0.05 -0.06 -0.04
H 3.53449 -4.21455 1.34701 -0.04 0.14 0.02
H 3.81918 -2.62642 0.57012 -0.02 -0.08 0.04
H 1.89475 -2.39834 2.08799 0.11 -0.13 0.08
H 1.09617 -3.81294 1.34466 0.08 0.04 0.03
H 1.09760 0.98576 0.32178 0.09 0.12 -0.12
H 2.06801 3.83699 1.60037 -0.07 0.00 -0.14
H -1.20821 2.56070 1.02877 -0.08 -0.06 -0.21
H -1.46152 3.90140 -0.11607 0.09 -0.17 -0.01
H -0.32350 2.34410 -1.75487 -0.08 -0.07 0.14
H -0.75721 1.06669 -0.72349 0.07 0.64 -0.08
H -3.06808 1.87787 -0.79402 0.13 0.10 0.01
H -2.55959 2.92310 -2.14608 0.12 0.00 0.19
H -3.61290 -0.41294 -1.21856 -0.05 -0.02 0.13
H -3.54538 -2.36828 -2.75317 -0.05 -0.11 0.01
H -2.23643 -2.16750 -4.87802 -0.06 -0.13 -0.01
H -1.20948 1.68617 -4.09089 0.05 0.21 0.01
```
Positions in Å, forces in eV/Å.

The calculation puts the HOMO energy at -12.521 eV. The spin multiplicity is 1. As for the largest force on an atom: 1.16 eV Å⁻¹. Its charge is +1. The energy above the lowest of the compared OMol25 structures with the same formula, charge and spin is 11.2 kcal/mol. As for the SMILES: Cc1ccc(S(=O)(=O)N2CCOCC2)cc1NC(=O)C[NH2+]Cc1cccnc1.

Here is a structure of composition C19H25N4OS8Tl at a distorted geometry from the Open Molecules 2025 dataset. Energies are from wB97M-V/def2-TZVPD.

The geometry in XYZ format:
```
58
Properties=species:S:1:pos:R:3:forces:R:3
Tl 10.80886 12.57877 9.18746 -1.33 0.03 0.16
C 7.04213 8.16873 10.30002 0.25 -0.91 1.84
C 6.34975 8.83650 9.15537 -1.33 1.16 -0.36
N 6.14148 10.32796 9.32235 -1.15 -1.49 0.12
C 7.16906 11.15716 9.51445 0.29 2.85 0.14
S 8.78462 10.48043 9.57904 0.04 1.09 -0.36
N 6.79953 12.49752 9.62896 0.01 -2.07 -0.75
N 7.79833 13.35141 9.78197 0.79 0.79 0.96
C 7.54557 14.63164 9.91627 -0.54 -0.47 -0.69
C 6.19977 15.23363 9.52267 -0.01 0.23 -0.60
C 8.64840 15.51399 10.35170 1.22 -0.57 -0.32
C 8.50266 16.88608 10.63995 0.27 -0.60 0.70
C 9.67040 17.57616 11.04031 -0.56 0.21 -1.51
C 10.93843 16.99867 10.95529 0.21 0.07 1.19
C 10.94361 15.57744 10.91934 -0.06 0.51 -0.24
N 9.88344 14.89342 10.53495 -1.49 0.46 0.28
H 6.73937 7.13188 10.44258 -0.33 -0.24 -0.47
H 8.15119 8.11806 10.22316 -1.04 0.41 0.09
H 6.72345 8.61737 11.26225 0.54 0.09 -0.42
H 6.94552 8.62555 8.27223 -0.18 0.37 -0.44
H 5.30048 8.48319 8.98583 1.00 -0.09 0.21
H 5.14225 10.66516 9.45911 2.21 -0.33 -0.34
H 5.84738 16.06543 10.16640 -0.01 -0.88 0.11
H 6.30556 15.77113 8.53500 0.04 -0.76 0.65
H 5.47268 14.39009 9.39744 0.50 1.06 0.29
H 7.50834 17.39458 10.64730 1.09 -0.60 -0.04
H 9.52113 18.63203 11.25894 0.42 -0.09 -0.03
H 11.85714 17.63916 11.05328 -1.01 -0.99 0.24
H 11.76100 14.90820 11.24634 -0.10 0.97 -0.51
O 17.45805 10.62767 10.52917 -1.75 2.09 -0.51
C 16.46719 11.32713 10.45179 -0.32 -1.52 0.57
S 16.11230 12.89790 9.63625 0.87 -0.19 -0.11
C 14.43404 13.16877 10.09195 0.34 2.08 -1.55
C 13.86518 12.14567 10.89629 -1.38 -1.19 2.25
S 12.37373 12.12884 11.69609 1.40 0.38 -1.26
S 14.88393 10.75935 11.22148 0.56 0.25 -0.32
S 13.72309 14.55566 9.43440 0.57 -2.13 0.89
C 11.90207 13.09806 5.18225 0.28 0.14 -1.06
C 10.57973 13.83484 4.85146 1.09 0.18 0.64
S 9.40715 13.12292 5.98891 -2.09 -0.46 -0.63
C 8.15613 12.26119 4.90863 0.86 0.58 -0.66
C 8.65107 11.06516 4.10712 1.66 0.58 -1.24
S 8.87412 9.64186 5.16396 -0.06 -1.15 0.59
C 10.68486 9.25875 5.08973 -1.99 0.80 3.22
C 11.50207 10.39265 5.60670 0.56 -0.14 1.48
S 12.09276 11.47945 4.33074 -0.08 1.35 -0.20
H 12.01377 12.88454 6.24652 -0.11 0.26 -0.05
H 12.76115 13.68776 4.88019 0.19 0.14 -0.10
H 10.31427 13.78174 3.79848 -0.12 -0.40 0.02
H 10.64857 14.91492 5.07440 0.16 -0.42 0.04
H 7.51579 12.92829 4.29918 0.63 -0.02 0.41
H 7.56210 11.76521 5.60558 -1.49 -0.10 1.62
H 9.67160 11.24273 3.67615 -1.10 0.06 -0.02
H 7.94625 10.85564 3.27929 0.32 -0.04 0.46
H 10.85873 9.10343 4.11483 1.01 -1.17 -3.46
H 10.84267 8.37931 5.73537 -0.30 0.17 -0.56
H 12.40456 10.00443 6.04567 0.46 -0.46 0.34
H 10.98147 10.88753 6.44491 0.09 0.12 -0.69
```
Positions in Å, forces in eV/Å.

The calculation puts the HOMO energy at -6.790 eV. The spin multiplicity is 1. As for the largest force on an atom: 3.87 eV Å⁻¹. Its charge is 0. The energy above the lowest of the compared OMol25 structures with the same formula, charge and spin is 20.6 kcal/mol.

Here is a structure of composition C19H25N6SSb2Zn at a distorted geometry from the Open Molecules 2025 dataset. Energies are from wB97M-V/def2-TZVPD.

The geometry in XYZ format:
```
54
Properties=species:S:1:pos:R:3:forces:R:3
Zn -1.41420 -0.89523 -1.80691 1.42 0.23 0.12
C -1.20384 -1.89872 3.21477 -1.30 -1.00 -0.03
Sb -0.37019 -0.38861 1.89564 -0.40 0.36 -0.20
C -1.84777 1.07887 2.45734 1.45 1.28 1.00
C 1.30678 0.64090 2.97833 -2.79 -0.15 0.75
C 2.45542 -0.11396 2.60649 3.25 -2.17 -0.69
C 2.66419 -1.37895 3.24778 0.04 1.61 -0.86
C 3.65374 -2.26707 2.86174 -0.16 1.13 -0.42
C 4.57123 -1.86681 1.90247 -0.18 1.04 -1.68
C 4.39154 -0.65770 1.18861 -0.24 0.42 1.07
C 3.33647 0.23433 1.52518 -0.33 -1.83 1.19
C 3.11820 1.40463 0.68264 -2.01 -0.86 -0.24
Sb 1.84538 0.83380 -1.05289 0.56 0.79 -0.60
C 3.39415 -0.41509 -1.97194 -0.19 0.22 -1.05
C 2.14610 2.75395 -2.17338 0.25 -1.46 -0.14
H -0.39709 -2.28539 3.88289 -1.02 0.28 -0.19
H -1.60528 -2.78322 2.59777 1.00 1.18 0.63
H -2.17226 -1.54297 3.71995 1.82 -0.22 -0.18
H -2.79708 0.58702 2.46059 -0.78 0.07 -0.18
H -1.77705 2.00866 1.83011 -0.38 -0.99 0.53
H -1.59176 1.37124 3.53166 -0.46 -0.34 -1.37
H 0.97865 0.62226 4.03503 0.49 -0.27 -0.38
H 1.23958 1.66035 2.67579 0.12 0.73 -0.45
H 1.99515 -1.53664 4.06641 -0.29 -0.69 0.43
H 3.68553 -3.25942 3.22220 0.18 -0.75 0.75
H 5.36608 -2.51392 1.56611 0.10 -0.20 0.18
H 5.07877 -0.28702 0.39593 -0.39 -0.76 0.72
H 4.03138 1.72115 0.32441 1.83 1.04 -1.10
H 2.59032 2.19447 1.16521 -0.22 0.70 0.37
H 4.39357 -0.00055 -1.71676 -0.69 -0.36 -0.44
H 3.24021 -0.55626 -3.08145 0.26 0.80 1.00
H 3.29893 -1.44155 -1.63959 0.07 -0.07 0.66
H 3.19170 2.69979 -2.49096 -0.25 0.10 -0.32
H 2.06298 3.61032 -1.53290 -0.32 0.34 0.44
H 1.44639 2.80404 -3.02701 0.51 -0.03 0.40
N -4.87026 -2.42794 -0.18174 -0.07 0.49 -0.48
C -3.55324 -2.62826 -0.20846 0.42 -1.84 0.19
N -2.93495 -1.61592 -0.77209 -1.09 0.94 0.34
C -3.96110 -0.74349 -1.02913 -1.64 -0.05 -0.97
N -5.17489 -1.23075 -0.75558 1.61 0.30 0.44
C -3.74731 0.49988 -1.81195 0.04 0.36 -0.40
C -4.75991 1.38136 -2.16022 -1.13 -0.12 0.77
N -4.57994 2.42062 -2.93021 1.54 1.31 -1.47
C -3.33254 2.66723 -3.40989 -0.96 0.26 0.19
C -2.29698 1.83382 -3.03048 0.50 0.52 0.09
N -2.51160 0.76116 -2.27337 -0.36 -0.83 0.80
H -5.63498 -3.05985 0.07851 0.64 0.36 0.01
H -3.05129 -3.55196 0.09611 -0.40 0.46 0.04
H -5.77834 1.32349 -1.78238 0.21 -0.57 0.14
H -3.12849 3.55388 -4.07655 -0.53 -1.12 0.89
H -1.27608 2.09375 -3.26908 0.08 -0.38 -0.23
S -0.04530 -1.81583 -3.28023 0.21 0.09 -0.38
C 0.12454 -0.32975 -4.09673 0.18 3.72 -1.87
N 0.20672 0.73187 -4.64780 -0.25 -4.08 2.17
```
Positions in Å, forces in eV/Å.

The calculation puts the HOMO energy at -10.182 eV. The spin multiplicity is 1. As for the largest force on an atom: 4.63 eV Å⁻¹. Its charge is +1. The energy above the lowest of the compared OMol25 structures with the same formula, charge and spin is 0.0 kcal/mol.